No. 1
Computed, not measured: C6H6O2S as an isolated structure, with ωB97M-V/def2-TZVPD.

frontier orbital gap: 0.3210 hartree
E_LUMO: 0.65 eV

Element x y z (Å)
C  -1.15  -0.91  -0.66
C  -2.42  -1.13  -0.30
C  -1.63  1.00  0.49
C  -0.61  0.30  -0.16
C  0.66  0.86  -0.37
C  2.07  -0.35  0.34
O  1.02  1.93  -0.74
O  2.90  0.51  0.94
S  -3.13  0.12  0.57
H  -0.68  -1.42  -1.38
H  -2.94  -2.16  -0.43
H  -1.58  2.06  0.80
H  2.46  -0.90  -0.61
H  1.56  -0.95  1.13
H  3.47  1.05  0.39

---

No. 2
Computed, not measured: an isolated molecule of C5H4N4O, with ωB97M-V/def2-TZVPD.

frontier orbital gap: 0.3900 hartree
structure (SMILES): C[C@@]1(C#N)N2N(C#N)[C@@]21O
E_LUMO: 0.19 eV

Element x y z (Å)
C  -1.29  -1.42  0.43
C  -0.11  -0.59  -0.09
C  0.81  -1.10  -1.00
N  1.44  -1.63  -1.82
N  -0.71  0.75  -0.56
N  0.50  1.58  -0.38
C  1.55  1.61  -1.14
N  2.64  1.52  -1.57
C  0.10  0.72  0.64
O  -0.12  1.07  1.89
H  -1.01  -1.74  1.46
H  -1.40  -2.16  -0.27
H  -2.08  -0.65  0.53
H  -0.31  2.04  1.91

---

No. 3
Computed, not measured: C26H22CeF5N5O2 as an isolated structure, with ωB97M-V/def2-TZVPD.

net charge: +2
frontier orbital gap (alpha / beta): 0.2382 / 0.2400 hartree
E_LUMO (alpha / beta): -8.00 / -7.95 eV

Element x y z (Å)
Ce  0.20  0.46  -0.24
C  0.40  -2.64  0.82
N  0.08  -2.12  -0.54
C  -1.23  -2.54  -1.08
C  -2.40  -1.69  -0.71
C  -3.67  -2.25  -0.93
C  -4.78  -1.50  -0.52
C  -4.56  -0.22  -0.04
C  -3.30  0.29  0.10
N  -2.16  -0.47  -0.23
C  1.07  -2.53  -1.57
C  2.38  -1.91  -1.29
C  3.62  -2.46  -1.66
C  4.74  -1.65  -1.69
C  4.66  -0.37  -1.14
C  3.40  0.02  -0.73
N  2.30  -0.66  -0.84
C  -0.07  -1.91  2.08
C  -0.41  -2.67  3.20
C  -0.53  -2.02  4.43
C  -0.46  -0.62  4.42
C  -0.37  0.04  3.23
N  -0.11  -0.61  2.05
H  1.49  -2.55  0.86
H  0.22  -3.71  0.92
H  -1.45  -3.60  -0.82
H  -1.17  -2.40  -2.18
H  -3.74  -3.25  -1.35
H  -5.77  -1.96  -0.50
H  -5.42  0.36  0.38
H  -3.16  1.23  0.59
H  0.76  -2.06  -2.52
H  1.21  -3.61  -1.77
H  3.67  -3.47  -2.00
H  5.64  -2.03  -2.10
H  5.52  0.24  -1.05
H  3.32  1.07  -0.44
H  -0.48  -3.72  3.14
H  -0.77  -2.68  5.26
H  -0.59  -0.16  5.38
H  -0.51  1.13  3.19
N  -1.82  2.63  -3.42
C  -0.58  2.02  -3.90
C  0.02  1.18  -2.80
O  0.85  1.76  -1.95
O  -0.43  0.06  -2.53
H  -2.49  2.78  -4.20
H  -1.59  3.56  -3.01
H  0.17  2.72  -4.19
H  -0.79  1.34  -4.69
F  2.32  1.49  1.47
C  1.50  2.61  1.66
C  0.24  2.52  1.14
C  -0.47  3.67  0.98
F  -1.64  3.65  0.36
C  -0.04  4.86  1.52
F  -0.77  5.96  1.47
C  1.16  4.91  2.18
F  1.60  6.03  2.73
C  1.93  3.77  2.29
F  3.22  3.74  2.77

---

No. 4
Computed, not measured: an isolated ion of composition CH3NO2P and charge -1, with ωB97M-V/def2-TZVPD.

net charge: -1
frontier orbital gap: 0.2749 hartree
structure (SMILES): [H]/N=C/P([O-])O
E_LUMO: 4.32 eV

Element x y z (Å)
H  -1.72  -1.37  0.20
N  -1.01  -1.37  -0.54
C  0.08  -0.44  -0.06
P  1.88  -0.39  -0.48
O  2.33  -1.04  0.79
O  2.02  1.30  -0.13
H  -0.08  -0.03  0.94
H  1.72  1.80  -0.89

---

No. 5
Computed, not measured: a 4-piece molecular cluster, N3O9 overall, with ωB97M-V/def2-TZVPD.

net charge: -3
frontier orbital gap: 0.2375 hartree
E_LUMO: 9.10 eV

Element x y z (Å)
N  2.48  0.57  0.13
O  3.08  1.56  -0.50
O  2.85  -0.12  1.01
O  1.52  0.00  -0.64
N  -1.52  -3.58  -0.10
O  -0.40  -3.21  0.17
O  -2.37  -2.73  -0.26
O  -1.33  -0.57  0.93
N  -1.43  2.89  -1.00
O  -2.10  2.52  -0.05
O  -0.44  0.26  1.22
O  -0.34  2.41  -0.90

---

No. 6
Computed, not measured: a 10-piece molecular cluster, C18H56O19 overall, with ωB97M-V/def2-TZVPD.

frontier orbital gap: 0.3331 hartree
structure (SMILES): OCCO.OCCO.OCCO.OCCO.OCCO.OCCO.OCCO.OCCO.OCCO.O
E_LUMO: 0.08 eV

Element x y z (Å)
O  3.31  -3.02  0.87
C  4.41  -2.17  0.75
C  3.97  -0.74  0.95
O  5.10  0.04  0.77
H  3.66  -3.82  1.29
H  4.96  -2.47  1.59
H  4.83  -2.39  -0.24
H  3.61  -0.61  2.01
H  3.24  -0.43  0.33
H  5.83  -0.22  1.31
O  -2.69  -2.38  -0.08
C  -3.45  -3.36  0.38
C  -4.64  -2.85  1.27
O  -5.46  -3.98  1.54
H  -2.19  -2.29  0.69
H  -3.63  -4.13  -0.46
H  -2.89  -3.99  1.07
H  -5.23  -2.06  0.81
H  -4.21  -2.49  2.17
H  -5.81  -3.84  2.39
O  1.57  -0.68  4.16
C  0.34  -1.12  3.60
C  0.59  -2.23  2.68
O  -0.58  -2.43  1.85
H  1.91  -1.48  4.59
H  -0.47  -1.21  4.27
H  0.11  -0.27  2.86
H  0.64  -3.13  3.30
H  1.50  -2.17  2.19
H  -0.23  -3.06  1.24
O  -5.14  0.86  0.78
C  -4.17  1.51  1.55
C  -2.92  0.66  1.47
O  -1.84  1.28  2.06
H  -5.80  1.45  0.48
H  -3.94  2.49  1.13
H  -4.49  1.69  2.59
H  -2.67  0.17  0.51
H  -3.12  -0.28  1.99
H  -1.35  1.76  1.38
O  0.65  -3.36  -4.31
C  0.24  -3.54  -2.92
C  1.36  -2.73  -2.28
O  1.09  -2.97  -0.87
H  0.89  -2.45  -4.51
H  -0.75  -3.29  -2.74
H  0.41  -4.57  -2.69
H  1.29  -1.63  -2.43
H  2.35  -3.17  -2.40
H  1.93  -2.92  -0.42
O  4.16  4.06  0.10
C  3.41  3.49  1.24
C  1.89  3.21  0.84
O  1.56  2.20  1.75
H  5.01  4.28  0.36
H  3.96  2.60  1.56
H  3.25  4.14  2.09
H  1.97  2.77  -0.14
H  1.35  4.16  0.77
H  0.98  1.54  1.28
O  -1.24  -0.44  -1.84
C  -1.80  0.55  -2.65
C  -3.10  1.06  -2.11
O  -3.69  1.94  -3.03
H  -1.79  -1.18  -1.76
H  -1.10  1.41  -2.54
H  -1.79  0.28  -3.75
H  -2.99  1.61  -1.21
H  -3.83  0.27  -1.88
H  -4.10  2.73  -2.63
O  -0.91  2.72  -0.36
C  -1.55  3.82  0.32
C  -2.47  4.50  -0.60
O  -1.81  4.82  -1.84
H  -0.64  3.03  -1.22
H  -2.02  3.53  1.32
H  -0.72  4.57  0.59
H  -3.12  5.18  -0.09
H  -3.27  3.78  -0.77
H  -2.43  4.94  -2.52
O  5.14  -0.10  -1.94
C  3.87  -0.33  -2.34
C  3.11  0.97  -2.06
O  1.72  0.93  -2.18
H  5.18  -0.17  -0.98
H  3.91  -0.36  -3.36
H  3.38  -1.16  -1.94
H  3.40  1.69  -2.83
H  3.20  1.33  -1.06
H  1.46  0.47  -1.37
O  0.52  -0.15  0.07
H  0.14  -0.64  0.75
H  -0.24  -0.09  -0.60

---

No. 7
Computed, not measured: an isolated molecule of C6H10O, with ωB97M-V/def2-TZVPD.

frontier orbital gap: 0.3713 hartree
structure (SMILES): C=C(C)CCC=O
E_LUMO: 0.89 eV

Element x y z (Å)
C  -1.88  -0.87  -0.41
C  -0.52  -0.74  -0.31
C  0.34  -0.59  -1.56
C  0.22  -0.69  1.04
C  1.05  0.63  1.15
C  0.30  1.80  0.55
O  0.42  2.33  -0.56
H  -2.21  -0.53  -1.36
H  -2.63  -1.19  0.28
H  -0.31  -0.30  -2.40
H  1.01  -1.32  -1.94
H  1.09  0.29  -1.43
H  -0.40  -0.69  1.90
H  0.96  -1.47  1.09
H  2.02  0.56  0.67
H  1.17  0.87  2.17
H  -0.64  1.92  1.12

---

No. 8
Computed, not measured: C30H47INO8P2Rb as an isolated structure, with ωB97M-V/def2-TZVPD.

2S+1: 2
net charge: -1
frontier orbital gap (alpha / beta): 0.1060 / 0.1921 hartree
E_LUMO (alpha / beta): 1.89 / 1.89 eV

Element x y z (Å)
Rb  -0.46  0.33  0.47
C  -5.26  2.70  0.82
C  -5.22  1.29  0.28
C  -6.57  0.61  0.27
O  -4.77  1.32  -1.11
P  -3.22  1.50  -1.42
O  -2.42  1.68  -0.20
C  -2.81  0.04  -2.41
P  -2.93  -1.46  -1.43
O  -2.37  -1.37  -0.08
O  -4.47  -1.86  -1.39
C  -5.19  -2.29  -2.57
C  -6.23  -1.25  -2.94
C  -5.80  -3.64  -2.23
O  -2.23  -2.52  -2.37
C  -1.46  -3.62  -1.77
C  -1.75  -4.85  -2.59
C  -0.01  -3.22  -1.73
O  -3.12  2.63  -2.51
C  -2.79  4.00  -2.13
C  -3.97  4.88  -2.50
C  -1.51  4.36  -2.85
H  -5.63  2.69  1.85
H  -5.93  3.32  0.22
H  -4.26  3.14  0.83
H  -4.51  0.70  0.85
H  -7.25  1.13  -0.42
H  -7.01  0.64  1.27
H  -6.48  -0.43  -0.04
H  -1.77  0.16  -2.72
H  -3.45  -0.01  -3.29
H  -4.48  -2.41  -3.39
H  -7.07  -1.28  -2.24
H  -6.61  -1.45  -3.94
H  -5.82  -0.25  -2.91
H  -6.43  -3.54  -1.35
H  -5.02  -4.38  -2.03
H  -6.41  -3.99  -3.07
H  -1.82  -3.75  -0.74
H  -1.43  -4.69  -3.62
H  -2.81  -5.09  -2.59
H  -1.20  -5.70  -2.18
H  0.30  -2.85  -2.71
H  0.61  -4.08  -1.47
H  0.17  -2.44  -0.98
H  -2.61  4.03  -1.06
H  -4.11  4.90  -3.58
H  -3.79  5.90  -2.15
H  -4.88  4.50  -2.03
H  -1.64  4.23  -3.93
H  -0.68  3.75  -2.50
H  -1.25  5.41  -2.66
I  3.08  0.25  -0.98
C  3.58  2.26  -0.56
C  4.90  2.58  -0.57
C  5.28  3.91  -0.29
C  4.33  4.85  -0.03
C  2.95  4.52  -0.02
C  1.97  5.50  0.27
C  0.65  5.13  0.31
C  0.27  3.79  0.05
C  1.15  2.77  -0.28
C  2.52  3.18  -0.29
H  5.65  1.82  -0.77
H  6.34  4.18  -0.29
H  4.62  5.88  0.18
H  2.28  6.52  0.48
H  -0.10  5.87  0.57
H  -0.79  3.57  0.12
C  0.65  -3.33  3.25
C  1.30  -2.96  1.92
O  0.53  -2.01  1.21
H  1.32  -3.98  3.83
H  -0.29  -3.86  3.08
H  0.45  -2.42  3.81
H  1.39  -3.84  1.28
H  2.31  -2.59  2.09
H  0.38  -1.26  1.84
O  0.03  -0.12  3.05
N  0.16  1.24  3.11
C  -0.96  2.02  3.36
C  -0.84  3.37  3.55
C  0.42  4.00  3.51
C  1.55  3.18  3.24
C  1.40  1.84  3.05
H  -1.89  1.48  3.43
H  -1.74  3.93  3.74
H  0.52  5.08  3.61
H  2.54  3.60  3.15
H  2.23  1.16  2.86

---

No. 9
Computed, not measured: an isolated molecule of C4H2N2, with ωB97M-V/def2-TZVPD.

frontier orbital gap: 0.3613 hartree
structure (SMILES): C=C(C#N)C#N
E_LUMO: -1.11 eV

Element x y z (Å)
C  -0.20  1.72  0.00
C  -0.02  0.35  0.01
C  -1.17  -0.42  -0.04
N  -2.15  -1.02  0.01
C  1.27  -0.31  0.07
N  2.34  -0.78  -0.04
H  0.64  2.39  -0.01
H  -1.22  2.18  -0.04

---

No. 10
Computed, not measured: an isolated molecule of C5H13N3, with ωB97M-V/def2-TZVPD.

frontier orbital gap: 0.3310 hartree
structure (SMILES): C[C@H](N)C/C(N)=C/N
E_LUMO: 0.99 eV

Element x y z (Å)
C  0.53  -2.75  -0.13
C  0.79  -1.27  -0.01
N  0.82  -0.95  1.42
C  -0.30  -0.40  -0.71
C  -0.13  1.09  -0.36
N  1.03  1.86  -0.62
C  -1.18  1.62  0.30
N  -1.54  2.96  0.55
H  1.34  -3.43  0.17
H  0.30  -3.14  -1.13
H  -0.42  -3.04  0.36
H  1.75  -1.05  -0.47
H  0.27  -1.55  2.01
H  0.58  0.02  1.59
H  -1.31  -0.70  -0.39
H  -0.26  -0.57  -1.78
H  1.26  1.87  -1.61
H  1.80  1.68  0.00
H  -2.08  1.00  0.40
H  -0.80  3.59  0.25
H  -2.45  3.15  0.15

---

No. 11
Computed, not measured: C19H27N2Rh as an isolated structure, with ωB97M-V/def2-TZVPD.

2S+1: 5
net charge: +2
frontier orbital gap (alpha / beta): 0.2509 / 0.1028 hartree
E_LUMO (alpha / beta): -6.67 / -13.20 eV

Element x y z (Å)
C  -0.88  -1.77  -1.31
H  -1.92  -1.41  -1.43
H  -0.41  -1.91  -2.28
H  -1.37  0.07  0.63
C  -0.96  -3.01  -0.41
H  0.05  -3.23  -0.03
H  -1.56  -2.80  0.49
C  -1.55  -4.16  -1.23
H  -1.47  -5.10  -0.68
H  -2.60  -3.91  -1.42
H  -1.02  -4.23  -2.19
C  1.56  1.06  0.20
C  1.99  -0.31  0.22
C  1.84  -0.84  -1.11
C  1.30  0.21  -1.93
C  1.13  1.37  -1.12
C  0.71  2.73  -1.59
C  1.03  0.13  -3.40
C  2.27  -2.19  -1.57
C  2.59  -1.01  1.39
C  1.77  2.04  1.31
Rh  0.01  -0.27  -0.39
H  0.37  0.95  -3.72
H  1.96  0.22  -3.97
H  0.56  -0.81  -3.70
H  0.12  2.65  -2.51
H  0.08  3.21  -0.83
H  1.56  3.39  -1.79
H  1.79  1.53  2.27
H  2.71  2.61  1.22
H  0.95  2.77  1.31
H  2.48  -2.10  1.29
H  3.66  -0.79  1.51
H  2.08  -0.70  2.31
H  1.50  -2.71  -2.15
H  3.15  -2.13  -2.21
H  2.53  -2.83  -0.72
N  -4.16  3.73  4.76
C  -3.52  3.13  3.98
C  -2.75  2.40  3.02
C  -2.89  2.67  1.65
C  -2.18  1.92  0.73
N  -1.57  0.81  1.23
C  -1.15  0.67  2.53
C  -1.84  1.42  3.46
H  -3.59  3.42  1.29
H  -2.21  2.03  -0.36
H  -0.41  -0.11  2.74
H  -1.70  1.20  4.52

---

No. 12
Computed, not measured: an isolated molecule of C6H9N, with ωB97M-V/def2-TZVPD.

frontier orbital gap: 0.3224 hartree
structure (SMILES): Cc1cc[nH]c1C
E_LUMO: 1.07 eV

Element x y z (Å)
C  1.55  -1.14  0.76
C  0.62  -0.35  -0.12
C  1.06  0.34  -1.30
C  0.23  1.39  -1.52
N  -0.84  1.23  -0.66
C  -0.60  0.19  0.20
C  -1.78  -0.31  0.98
H  1.61  -0.71  1.75
H  2.54  -1.22  0.31
H  1.21  -2.17  0.91
H  1.92  0.07  -1.89
H  0.37  2.29  -2.09
H  -1.67  1.77  -0.87
H  -2.37  -0.99  0.36
H  -1.44  -0.88  1.85
H  -2.41  0.50  1.34

---

Values of energy relative to the best compared isomer or geometry (same formula, charge and spin), in order: 49.6 113.9 23.5 30.2 149.0 95.8 35.1 7.5 7.6 24.5 74.9 16.3, all in kcal/mol.